{
  "formula": "C3H6O2",
  "method": "wB97M-V/def2-TZVPD",
  "elements": ["O", "C", "C", "C", "O", "H", "H", "H", "H", "H", "H"],
  "coordinates": [[-1.49766, -1.05743, -0.15184], [-0.84101, -0.02915, 0.50852], [-0.17628, 0.91730, -0.44877], [0.63293, 0.14254, 0.38944], [1.34645, -1.04200, 0.01827], [-0.73945, -1.63983, -0.25512], [-1.34838, 0.36808, 1.42831], [-0.18790, 2.01550, -0.59462], [-0.19034, 0.33512, -1.37200], [1.05047, 0.78452, 1.18712], [1.95116, -0.79466, -0.70930]],
  "lowdin_charge": [0.00, -0.31, -0.09, -0.36, -0.01, 0.08, 0.16, 0.13, 0.13, 0.16, 0.11],
  "total_energy_ha": -268.3079,
  "de_lowest_kcal_mol": 61.1,
  "smiles": "O[C@@H]1C[C@@H]1O",
  "fmax_ev_per_a": 4.3,
  "orbital_gap_ev": 10.3
}


{
  "formula": "C3H6O2",
  "method": "wB97M-V/def2-TZVPD",
  "elements": ["O", "C", "C", "C", "O", "H", "H", "H", "H", "H", "H"],
  "coordinates": [[-0.26777, -0.56415, -1.61176], [0.07864, 0.62706, -0.93072], [-0.33366, 0.42923, 0.51800], [0.46261, -0.69786, 1.03943], [0.10117, -1.16376, 2.22606], [0.11268, -0.53124, -2.49695], [-0.43785, 1.49492, -1.36132], [1.16390, 0.81000, -0.97062], [-1.39400, 0.15648, 0.58256], [-0.17441, 1.32891, 1.12596], [0.68869, -1.88959, 1.87936]],
  "lowdin_charge": [-0.08, -0.30, -0.20, -0.12, 0.04, 0.09, 0.11, 0.12, 0.13, 0.13, 0.09],
  "total_energy_ha": -268.2533,
  "de_lowest_kcal_mol": 95.3,
  "fmax_ev_per_a": 2.3,
  "orbital_gap_ev": 9.4
}


{
  "formula": "C3H6O2",
  "method": "wB97M-V/def2-TZVPD",
  "elements": ["C", "C", "O", "C", "O", "H", "H", "H", "H", "H", "H"],
  "coordinates": [[-0.94938, 1.35846, 0.15033], [-0.34497, -0.02655, -0.22824], [-1.19830, -1.20052, -0.00131], [0.98804, -0.42314, 0.28974], [2.04064, 0.17018, -0.15741], [-1.98907, 1.50619, -0.34073], [-1.24438, 1.39237, 1.21278], [-0.18860, 2.13121, -0.17086], [-0.18643, 0.09518, -1.34476], [-2.03658, -1.00358, -0.46529], [0.74422, -1.33126, 1.10767]],
  "lowdin_charge": [-0.05, -0.42, -0.08, -0.16, -0.01, 0.10, 0.07, 0.10, 0.16, 0.10, 0.19],
  "total_energy_ha": -268.3235,
  "de_lowest_kcal_mol": 51.3,
  "smiles": "C[C@H](O)C=O",
  "fmax_ev_per_a": 6.2,
  "orbital_gap_ev": 10.6
}


{
  "formula": "C3H6O2",
  "method": "wB97M-V/def2-TZVPD",
  "elements": ["C", "C", "O", "C", "O", "H", "H", "H", "H", "H", "H"],
  "coordinates": [[-0.85535, -0.43410, 0.90582], [0.25985, -0.37733, -0.14054], [-0.25511, -0.72638, -1.39353], [0.92233, 0.99104, -0.26974], [0.92718, 1.56146, -1.33883], [-1.34208, -1.41040, 0.81709], [-0.48419, -0.32699, 1.93053], [-1.61223, 0.33177, 0.71143], [1.05061, -1.08981, 0.15674], [-0.03212, 0.02097, -1.97754], [1.42111, 1.45977, 0.59856]],
  "lowdin_charge": [-0.04, -0.42, -0.03, -0.18, 0.06, 0.08, 0.08, 0.09, 0.15, 0.08, 0.13],
  "total_energy_ha": -268.3701,
  "de_lowest_kcal_mol": 22.0,
  "smiles": "C[C@@H](O)C=O",
  "fmax_ev_per_a": 0.5,
  "orbital_gap_ev": 11.3
}


{
  "formula": "C3H6O2",
  "method": "wB97M-V/def2-TZVPD",
  "elements": ["O", "C", "C", "C", "O", "H", "H", "H", "H", "H", "H"],
  "coordinates": [[-0.77525, 1.35300, -0.95445], [-1.05707, 0.47674, 0.04843], [-0.05020, -0.54092, 0.45339], [1.57062, -0.42715, 0.42167], [0.69524, -0.69812, -0.87591], [-0.42305, 0.85327, -1.59051], [-2.08107, -0.08043, -0.00706], [-1.30762, 1.26828, 0.75780], [-0.65318, -1.38087, 0.97349], [2.12534, -1.35093, 0.57158], [1.95624, 0.52715, 0.20157]],
  "lowdin_charge": [0.01, -0.31, -0.18, 0.05, -0.17, 0.01, 0.15, 0.12, 0.15, 0.10, 0.08],
  "total_energy_ha": -268.2507,
  "de_lowest_kcal_mol": 97.0,
  "smiles": "OC[C@@H]1CO1",
  "fmax_ev_per_a": 6.4,
  "orbital_gap_ev": 11.1
}


{
  "formula": "C3H6O2",
  "method": "wB97M-V/def2-TZVPD",
  "elements": ["O", "C", "H", "H", "C", "C", "O", "H", "H", "H", "H"],
  "coordinates": [[-0.19002, -1.85996, 0.01345], [-1.06325, -2.26785, -0.70679], [-2.13587, -2.28275, -0.43481], [-0.88549, -3.02572, -1.49076], [0.39522, 2.37570, 0.23847], [0.44198, 1.02958, 0.55959], [1.57814, 0.39280, 0.59650], [-0.35750, 2.79647, -0.41007], [1.22791, 2.95014, 0.64328], [-0.40068, 0.38042, 0.80047], [1.38957, -0.48883, 0.19067]],
  "lowdin_spin": [0.00, 0.00, 0.00, 0.00, 0.54, 0.21, 0.19, 0.03, 0.02, 0.01, 0.00],
  "multiplicity": 2,
  "total_energy_ha": -267.9819,
  "charge": 1,
  "s2": 0.76,
  "de_lowest_kcal_mol": 21.5,
  "fmax_ev_per_a": 2.9,
  "orbital_gap_ev": [9.2, 6.6]
}


{
  "formula": "C3H6O2S",
  "method": "wB97M-V/def2-TZVPD",
  "elements": ["C", "C", "C", "O", "O", "S", "H", "H", "H", "H", "H", "H"],
  "coordinates": [[0.86105, 0.50307, -0.21930], [-0.26649, 1.08718, 0.68597], [0.03303, -0.57621, -0.77715], [-2.52008, 0.09724, -0.68273], [0.50351, -2.50304, 0.17814], [-1.44403, -0.37181, 0.23032], [1.25095, 1.12860, -0.98112], [1.70597, 0.21856, 0.52263], [0.08079, 1.51790, 1.71516], [-0.79975, 1.98677, 0.16312], [-0.04778, -1.07422, -1.80641], [0.64283, -2.01404, 0.97138]],
  "lowdin_charge": [-0.27, -0.28, -0.20, -0.53, -0.21, 0.94, 0.10, 0.15, 0.11, 0.11, 0.14, -0.07],
  "total_energy_ha": -666.3779,
  "de_lowest_kcal_mol": 135.6,
  "fmax_ev_per_a": 5.0,
  "orbital_gap_ev": [8.4, 8.4]
}


{
  "formula": "C3H6O2S",
  "method": "wB97M-V/def2-TZVPD",
  "elements": ["O", "C", "O", "C", "C", "S", "H", "H", "H", "H", "H", "H"],
  "coordinates": [[-1.06609, -1.94669, -0.64232], [-0.86023, -0.73866, -0.77805], [-0.18165, -0.36583, -1.91617], [-1.13792, 0.27897, 0.14410], [-0.35805, 1.52272, 0.16562], [1.42235, 1.15188, 0.29656], [0.28479, -1.15936, -2.21250], [-1.61771, -0.08489, 1.07923], [2.44407, -1.20921, 2.12420], [-0.64479, 2.17507, 1.00228], [-0.52255, 2.01596, -0.75852], [2.23777, -1.63997, 1.49555]],
  "lowdin_charge": [0.10, -0.56, 0.04, 0.05, -0.67, 0.62, 0.13, 0.15, 0.01, 0.08, 0.06, 0.01],
  "total_energy_ha": -666.4178,
  "de_lowest_kcal_mol": 110.6,
  "fmax_ev_per_a": 5.5,
  "orbital_gap_ev": 5.8
}


{
  "formula": "C3H6O2S",
  "method": "wB97M-V/def2-TZVPD",
  "elements": ["C", "C", "C", "H", "H", "H", "H", "H", "H", "O", "O", "S"],
  "coordinates": [[-0.60731, -0.62126, -0.65364], [-0.08190, -0.40552, 0.75613], [0.09764, 1.05957, 1.07513], [1.01174, -1.62711, -2.19061], [-0.78765, -1.81096, -0.71839], [-1.64054, -0.20203, -0.71798], [-0.76857, -0.63617, 1.61805], [0.90690, -0.77798, 0.95589], [0.93795, 1.37680, -0.57342], [0.80107, 1.80327, 0.24487], [-0.35043, 1.80100, 2.01260], [0.48110, 0.04039, -1.80865]],
  "lowdin_charge": [-0.66, -0.20, -0.51, 0.11, 0.13, 0.10, 0.15, 0.12, -0.09, 0.06, 0.03, 0.76],
  "total_energy_ha": -666.4797,
  "de_lowest_kcal_mol": 71.7,
  "fmax_ev_per_a": 6.5,
  "orbital_gap_ev": 8.7
}


{
  "formula": "C3H6O2S2",
  "method": "wB97M-V/def2-TZVPD",
  "elements": ["O", "C", "O", "C", "C", "S", "S", "H", "H", "H", "H", "H", "H"],
  "coordinates": [[0.99543, 1.96762, 0.77708], [0.57877, 0.95539, 1.26422], [0.44727, 0.78959, 2.62699], [-0.20635, -0.14624, 0.59031], [-0.87846, 0.18501, -0.74466], [0.51726, -0.20683, -1.94836], [0.07675, -2.30220, -2.40775], [1.17766, 1.30154, 3.00866], [-0.86904, -0.33880, 1.46090], [0.44470, -1.03538, 0.53777], [-1.78419, -0.40243, -0.79449], [-1.10734, 1.24807, -0.79813], [0.60755, -2.01535, -3.57254]],
  "lowdin_charge": [0.11, -0.52, 0.07, -0.24, -0.47, 0.47, 0.32, 0.12, 0.13, 0.11, 0.07, 0.08, -0.25],
  "total_energy_ha": -1064.7506,
  "de_lowest_kcal_mol": 22.0,
  "smiles": "O=C(O)CCSS",
  "fmax_ev_per_a": 2.2,
  "orbital_gap_ev": 8.7
}


{
  "formula": "C3H6O3",
  "method": "wB97M-V/def2-TZVPD",
  "elements": ["O", "C", "C", "O", "C", "O", "H", "H", "H", "H", "H", "H"],
  "coordinates": [[1.71320, -0.40954, -1.77422], [1.41759, 0.01395, -0.67537], [0.09096, -0.49956, 0.01876], [-0.45794, -1.60179, -0.58136], [-0.85653, 0.67153, 0.19219], [-1.76692, 0.55650, 1.23611], [1.87132, 0.97662, -0.08141], [0.45023, -0.71086, 1.03015], [0.20073, -2.10068, -1.21751], [-1.36943, 0.79473, -0.74572], [-0.08388, 1.42566, 0.42843], [-1.20933, 0.88345, 2.16996]],
  "lowdin_charge": [0.06, -0.18, -0.41, -0.02, -0.28, -0.09, 0.16, 0.14, 0.16, 0.14, 0.11, 0.21],
  "total_energy_ha": -343.5509,
  "de_lowest_kcal_mol": 65.1,
  "smiles": "O=C[C@H](O)CO",
  "fmax_ev_per_a": 5.2,
  "orbital_gap_ev": 10.6
}


{
  "formula": "C3H6O3",
  "method": "wB97M-V/def2-TZVPD",
  "elements": ["O", "C", "C", "O", "C", "O", "H", "H", "H", "H", "H", "H"],
  "coordinates": [[-0.56489, 1.23628, 1.00178], [0.34672, 0.97932, -0.02762], [-0.15703, -0.07752, -0.98957], [-1.44752, -0.52843, -0.71762], [0.89700, -0.42284, 0.02471], [0.44559, -1.22003, 1.07199], [-0.36743, 0.54845, 1.66752], [0.92681, 1.84662, -0.33116], [0.17520, -0.25565, -2.00289], [-1.79976, 0.11778, -0.07287], [1.90979, -0.60141, -0.32659], [-0.36448, -1.62256, 0.70233]],
  "lowdin_charge": [-0.01, -0.23, -0.25, -0.01, -0.26, 0.00, 0.11, 0.15, 0.15, 0.10, 0.15, 0.11],
  "total_energy_ha": -343.5691,
  "de_lowest_kcal_mol": 53.6,
  "smiles": "O[C@H]1[C@@H](O)[C@H]1O",
  "fmax_ev_per_a": 0.8,
  "orbital_gap_ev": 10.5
}


{
  "formula": "C3H6O3",
  "method": "wB97M-V/def2-TZVPD",
  "elements": ["O", "C", "C", "O", "C", "O", "H", "H", "H", "H", "H", "H"],
  "coordinates": [[2.47099, 0.47668, -0.57742], [1.19709, -0.75562, 0.10476], [0.01022, 0.11873, 0.02944], [0.15679, 1.27186, -0.32782], [-1.41837, -0.26441, 0.41300], [-2.28021, 0.63620, -0.21289], [2.06959, 1.36044, -0.81325], [1.09462, -1.54453, 0.92727], [1.59643, -1.21907, -0.76549], [-1.49351, -0.20567, 1.51524], [-1.68022, -1.28728, 0.12045], [-1.72341, 1.41267, -0.41330]],
  "lowdin_charge": [-0.17, 0.11, -0.38, 0.06, -0.20, -0.05, 0.05, 0.14, 0.09, 0.14, 0.13, 0.08],
  "total_energy_ha": -343.4884,
  "de_lowest_kcal_mol": 104.2,
  "fmax_ev_per_a": 2.2,
  "orbital_gap_ev": [9.7, 9.7]
}


{
  "formula": "C3H6O3",
  "method": "wB97M-V/def2-TZVPD",
  "elements": ["O", "C", "C", "O", "C", "O", "H", "H", "H", "H", "H", "H"],
  "coordinates": [[0.23623, -0.17617, -1.50253], [0.03815, -0.01121, -0.31262], [1.21052, 0.07110, 0.64307], [2.34873, -0.52152, 0.09265], [-1.37365, 0.10516, 0.21451], [-2.31003, 0.01590, -0.81235], [1.36931, 1.14160, 0.86916], [0.96133, -0.42155, 1.59153], [2.22213, -0.50023, -0.86985], [-1.46799, 1.05670, 0.76032], [-1.51234, -0.69837, 0.95641], [-1.79875, -0.12690, -1.62657]],
  "lowdin_charge": [0.10, -0.33, -0.20, -0.04, -0.21, -0.04, 0.14, 0.13, 0.09, 0.14, 0.14, 0.08],
  "total_energy_ha": -343.6120,
  "de_lowest_kcal_mol": 26.7,
  "smiles": "O=C(CO)CO",
  "fmax_ev_per_a": 0.5,
  "orbital_gap_ev": 11.3
}


{
  "formula": "C3H6O3",
  "method": "wB97M-V/def2-TZVPD",
  "elements": ["C", "C", "C", "H", "H", "H", "H", "H", "H", "O", "O", "O"],
  "coordinates": [[0.88905, -0.49306, -0.16447], [-0.08657, 0.46245, 0.26787], [-1.32214, -0.64295, -0.22803], [2.37944, 0.23544, 0.69388], [0.71906, -0.70673, -1.16044], [0.85830, -1.47453, 0.59637], [-0.21103, 0.53830, 1.46042], [-1.38773, 1.99035, 0.05382], [-1.38123, -1.82470, -0.64953], [2.21261, 0.17373, -0.31766], [-0.20695, 1.62723, -0.39240], [-2.46282, 0.11446, -0.15982]],
  "lowdin_charge": [-0.30, -0.48, -0.02, 0.12, 0.09, 0.19, 0.18, 0.31, 0.18, -0.09, -0.06, -0.13],
  "total_energy_ha": -343.4142,
  "de_lowest_kcal_mol": 150.8,
  "fmax_ev_per_a": 9.1,
  "orbital_gap_ev": 9.6
}


{
  "formula": "C3H6O3",
  "method": "wB97M-V/def2-TZVPD",
  "elements": ["O", "C", "O", "C", "C", "O", "H", "H", "H", "H", "H", "H"],
  "coordinates": [[1.64552, -1.32226, 0.27492], [1.35107, -0.91592, -0.89777], [0.77063, 0.24010, -1.29630], [-0.05733, 0.94705, -0.32869], [-1.19933, 0.20064, 0.41749], [-0.77526, -0.14820, 1.72984], [1.91741, -1.55686, -1.68451], [0.59865, 1.39194, 0.45166], [-0.63742, 1.78712, -0.79850], [-2.04999, 0.86568, 0.64618], [-1.49357, -0.70751, -0.15411], [-0.07038, -0.78178, 1.63978]],
  "lowdin_charge": [0.00, -0.27, -0.03, -0.13, -0.23, -0.08, 0.17, 0.14, 0.13, 0.13, 0.13, 0.05],
  "total_energy_ha": -343.5876,
  "de_lowest_kcal_mol": 42.0,
  "smiles": "O=COCCO",
  "fmax_ev_per_a": 4.9,
  "orbital_gap_ev": 11.2
}


{
  "formula": "C3H6O3",
  "method": "wB97M-V/def2-TZVPD",
  "elements": ["C", "C", "C", "O", "O", "O", "H", "H", "H", "H", "H", "H"],
  "coordinates": [[-0.13739, 0.20527, -0.51692], [-1.17170, 1.23359, -0.14890], [0.79530, -0.89574, 0.72190], [-0.49124, -1.17130, 0.11812], [1.82255, -1.30815, -0.08176], [0.87576, -0.83312, 1.92531], [2.48505, -1.71571, 0.49289], [0.74949, 0.53770, -1.05638], [-0.53124, -0.54814, -1.29121], [-2.06201, 1.10145, -0.76134], [-1.52633, 1.14301, 0.87733], [-0.80825, 2.25115, -0.27904]],
  "lowdin_charge": [-0.21, -0.06, -0.64, 0.01, 0.10, 0.13, 0.13, 0.15, 0.16, 0.08, 0.09, 0.08],
  "total_energy_ha": -343.4939,
  "de_lowest_kcal_mol": 100.8,
  "fmax_ev_per_a": 5.9,
  "orbital_gap_ev": 10.0
}


{
  "formula": "C3H6O3",
  "method": "wB97M-V/def2-TZVPD",
  "elements": ["O", "C", "O", "C", "C", "O", "H", "H", "H", "H", "H", "H"],
  "coordinates": [[0.49532, -1.69482, 0.93494], [-0.39404, -0.72527, 0.39785], [-1.42054, -1.31388, -0.37019], [0.36919, 0.29198, -0.51224], [0.17902, 1.78630, -0.27657], [1.36234, 1.11623, 0.08953], [1.44773, -1.37173, 1.01930], [-1.05714, -0.28747, 1.11982], [-1.08670, -2.19051, -0.50398], [0.57790, -0.10172, -1.42619], [0.14748, 2.62190, -0.96208], [-0.62058, 1.86900, 0.48984]],
  "lowdin_charge": [0.00, -0.40, 0.01, -0.19, -0.09, -0.03, 0.14, 0.14, 0.08, 0.11, 0.11, 0.11],
  "total_energy_ha": -343.5483,
  "de_lowest_kcal_mol": 66.6,
  "smiles": "OC(O)[C@H]1CO1",
  "fmax_ev_per_a": 3.7,
  "orbital_gap_ev": 11.0
}


{
  "formula": "C3H6O3S",
  "method": "wB97M-V/def2-TZVPD",
  "elements": ["C", "C", "C", "O", "O", "O", "S", "H", "H", "H", "H", "H", "H"],
  "coordinates": [[-0.88316, 0.10161, -0.28135], [-0.54492, 1.02640, 0.91061], [0.33568, -0.72856, -0.65320], [2.75232, 0.56720, -0.87554], [0.68512, 1.51295, 0.78883], [0.40308, -1.99331, -0.19300], [1.89769, 0.06336, 0.12496], [-1.57996, -0.63585, 0.12801], [-1.04133, 0.86815, -1.05196], [-1.37590, 1.78280, 0.91457], [-0.62450, 0.37982, 1.85510], [0.49109, -0.71337, -1.75996], [-0.51520, -2.23120, 0.09294]],
  "lowdin_charge": [-0.15, -0.41, -0.53, -0.44, -0.29, -0.07, 1.11, 0.12, 0.13, 0.13, 0.13, 0.14, 0.12],
  "total_energy_ha": -741.7162,
  "de_lowest_kcal_mol": 41.5,
  "fmax_ev_per_a": 4.8,
  "orbital_gap_ev": 9.9
}


{
  "formula": "C3H6O3S2",
  "method": "wB97M-V/def2-TZVPD",
  "elements": ["O", "S", "O", "O", "C", "C", "C", "S", "H", "H", "H", "H", "H", "H"],
  "coordinates": [[-2.19827, 1.69573, -0.38532], [-1.30301, 0.68859, 0.09547], [-1.75140, -0.64969, 0.19753], [-0.78280, 1.11522, 1.54153], [0.33970, 0.72875, -0.83671], [1.25068, -0.26465, -0.14477], [0.45469, -1.50222, -0.05097], [0.82619, -2.71835, 1.01473], [-0.97092, 0.52562, 2.19522], [0.70890, 1.74161, -0.85285], [0.07080, 0.50426, -1.81967], [2.05214, -0.50733, -0.93546], [1.58780, 0.15022, 0.77274], [-0.28448, -1.50773, -0.79147]],
  "lowdin_charge": [-0.26, 0.63, -0.29, -0.11, -0.19, -0.29, -0.70, 0.67, 0.04, 0.11, 0.09, 0.16, 0.10, 0.03],
  "total_energy_ha": -1139.9323,
  "de_lowest_kcal_mol": 30.3,
  "smiles": "O=S(=O)(O)CCC=S",
  "fmax_ev_per_a": 4.6,
  "orbital_gap_ev": [8.5, 8.5]
}